(1)
DFT (the ωB97M-V functional and the def2-TZVPD basis) results for one molecule with the formula C3H4N2O2.

```
11
Properties=species:S:1:pos:R:3
O -2.540 0.438 -0.034
C -1.374 0.076 -0.042
N -0.306 0.944 0.077
C 0.904 0.244 0.055
O 2.135 0.795 0.153
C 0.608 -1.062 -0.090
N -0.797 -1.159 -0.153
H -0.623 1.893 0.190
H 2.072 1.752 0.245
H 1.258 -1.920 -0.163
H -1.338 -2.002 -0.237
```

Values from the calculation:
- Gap between HOMO and LUMO: 8.3 eV
- E_HOMO: -7.83 eV

Results of the Mulliken charge analysis, in e, for atoms 1 through 4: atom 1 (O): -0.651, atom 2 (C): 0.181, atom 3 (N): -0.094, atom 4 (C): 0.524


(2)
DFT (the ωB97M-V functional and the def2-TZVPD basis) results for a 2-piece molecular cluster, C3H8N3O3 overall.

```
17
Properties=species:S:1:pos:R:3
C 1.219 0.666 -0.157
C -1.909 -0.606 -0.300
C -0.761 -1.531 -0.495
N 0.409 1.618 -0.580
N -2.810 -0.753 0.685
N 2.444 0.638 0.271
O -1.997 0.398 -0.982
O -0.374 -2.504 0.305
O 3.127 1.850 0.176
H -0.347 -1.441 -1.529
H -0.362 1.300 -1.110
H 0.807 2.556 -0.552
H -2.773 -1.363 1.472
H -3.536 -0.040 0.593
H 2.961 -0.180 0.693
H -0.225 -2.278 1.240
H 4.128 1.671 0.271
```

Values from the calculation:
- Gap between HOMO and LUMO (alpha / beta): 6.3 / 8.8 eV
- Net charge: +1
- E_HOMO (alpha / beta): -12.54 / -13.89 eV

Results of the Mulliken charge analysis, in e, for atoms 1 through 4: atom 1 (C): 0.086, atom 2 (C): 0.732, atom 3 (C): -0.147, atom 4 (N): -0.214


(3)
DFT (the ωB97M-V functional and the def2-TZVPD basis) results for one molecule with the formula C9H9N3.

```
21
Properties=species:S:1:pos:R:3
C -2.059 1.285 -0.810
C -0.493 2.120 0.776
C -1.038 -1.802 0.812
C -0.825 1.266 -0.305
C -0.004 -0.829 0.776
C 0.195 0.088 -0.472
C 0.926 -0.639 1.904
C -0.435 -0.733 -1.608
C 1.601 0.644 -0.682
N -3.118 1.271 -1.310
N -0.368 2.719 1.752
N -1.724 -2.717 0.813
H 0.984 -1.584 2.620
H 0.599 0.281 2.307
H 1.953 -0.723 1.547
H 0.091 -1.600 -1.786
H -0.209 -0.229 -2.578
H -1.476 -1.061 -1.524
H 2.137 -0.196 -0.930
H 1.875 1.135 0.131
H 1.391 1.305 -1.434
```

Values from the calculation:
- Gap between HOMO and LUMO (alpha / beta): 8.5 / 6.5 eV
- E_HOMO (alpha / beta): -9.90 / -9.10 eV

Results of the Mulliken charge analysis, in e, for atoms 1 through 4: atom 1 (C): 0.367, atom 2 (C): 0.042, atom 3 (C): 0.151, atom 4 (C): 0.158


(4)
DFT (the ωB97M-V functional and the def2-TZVPD basis) results for C25H37AlF15INO11 as an isolated structure.

```
91
Properties=species:S:1:pos:R:3
C 1.985 5.212 2.413
C 1.269 5.176 1.060
C 0.640 3.824 0.714
N 1.658 2.918 0.140
Al 1.979 1.501 1.376
C 3.770 0.552 0.917
C 4.594 0.388 2.100
O 5.726 0.773 2.310
I 3.560 -0.741 3.696
H 3.005 4.873 2.289
H 2.012 6.239 2.760
H 1.483 4.582 3.132
H 2.007 5.327 0.283
H 0.517 5.960 1.011
H 0.197 3.380 1.610
H -0.164 3.991 0.003
H 1.288 2.512 -0.708
H 2.125 2.169 2.833
H 0.740 0.460 1.474
H 4.337 1.065 0.158
H 3.528 -0.456 0.594
C 2.988 7.487 -4.643
C 3.077 6.356 -3.639
O 1.795 5.747 -3.399
C 1.321 4.956 -4.341
O 1.808 4.720 -5.408
C 0.018 4.314 -3.834
F -0.798 5.233 -3.306
F 0.318 3.410 -2.902
F -0.638 3.701 -4.819
H 2.255 8.226 -4.317
H 3.958 7.972 -4.748
H 2.676 7.125 -5.621
H 3.401 6.736 -2.674
H 3.790 5.595 -3.948
C 2.979 -4.627 3.080
C 2.554 -6.037 2.737
O 1.555 -6.546 3.652
C 0.329 -6.090 3.494
O -0.050 -5.301 2.679
C -0.607 -6.759 4.517
F -0.094 -6.707 5.750
F -0.788 -8.049 4.197
F -1.791 -6.163 4.529
H 3.333 -4.567 4.109
H 3.778 -4.303 2.415
H 2.152 -3.927 2.981
H 3.394 -6.721 2.830
H 2.180 -6.109 1.716
C -2.052 -5.089 0.318
C -2.675 -3.816 -0.206
O -3.493 -4.055 -1.381
C -4.675 -4.592 -1.177
O -5.172 -4.900 -0.133
C -5.400 -4.755 -2.525
F -4.622 -5.339 -3.440
F -5.772 -3.560 -3.007
F -6.497 -5.498 -2.383
H -1.480 -5.584 -0.469
H -1.387 -4.869 1.154
H -2.813 -5.790 0.660
H -1.903 -3.125 -0.535
H -3.268 -3.310 0.554
C -10.178 -3.885 -1.601
C -8.883 -3.759 -0.828
O -8.938 -2.679 0.127
C -9.626 -2.911 1.230
O -10.200 -3.917 1.525
C -9.567 -1.673 2.144
F -9.863 -0.559 1.465
F -8.340 -1.536 2.657
F -10.431 -1.791 3.147
H -10.425 -2.939 -2.085
H -10.086 -4.659 -2.362
H -11.007 -4.144 -0.945
H -8.070 -3.509 -1.503
H -8.618 -4.686 -0.323
C 5.923 2.509 0.861
C 6.596 2.030 -0.406
O 6.565 3.040 -1.448
C 7.415 4.037 -1.331
O 8.240 4.199 -0.480
C 7.205 5.022 -2.495
F 5.905 5.303 -2.640
F 7.647 4.504 -3.651
F 7.861 6.159 -2.280
H 4.904 2.832 0.653
H 5.889 1.664 1.645
H 6.455 3.357 1.291
H 6.058 1.180 -0.821
H 7.625 1.718 -0.229
```

Values from the calculation:
- Gap between HOMO and LUMO: 7.1 eV
- Net charge: -1
- E_HOMO: -5.09 eV

Results of the Mulliken charge analysis, in e, for atoms 1 through 4: atom 1 (C): -1.109, atom 2 (C): -0.240, atom 3 (C): -0.510, atom 4 (N): -0.232


(5)
DFT (the ωB97M-V functional and the def2-TZVPD basis) results for one molecule with the formula C5H8N2.

```
15
Properties=species:S:1:pos:R:3
C -0.473 -0.372 2.398
N -0.106 -0.356 1.000
C 0.604 -1.280 0.315
C 0.726 -0.813 -0.973
C 0.051 0.430 -0.966
C -0.160 1.391 -2.095
N -0.444 0.695 0.238
H -0.439 -1.402 2.762
H -1.489 0.014 2.498
H 0.207 0.247 2.991
H 0.968 -2.178 0.797
H 1.212 -1.303 -1.806
H -0.889 1.003 -2.817
H 0.771 1.585 -2.637
H -0.540 2.338 -1.704
```

Values from the calculation:
- Gap between HOMO and LUMO: 10.0 eV
- E_HOMO: -8.94 eV

Results of the Mulliken charge analysis, in e, for atoms 1 through 4: atom 1 (C): -0.753, atom 2 (N): 0.682, atom 3 (C): -0.210, atom 4 (C): -0.817


(6)
DFT (the ωB97M-V functional and the def2-TZVPD basis) results for a 3-piece molecular cluster, C23H43N2O9 overall.

```
77
Properties=species:S:1:pos:R:3
C -4.217 7.931 3.355
O -4.953 7.883 2.083
C -4.374 6.804 1.311
C -5.348 6.280 0.143
C -4.741 4.849 -0.353
C -3.474 5.222 -1.324
C -3.203 3.872 -2.206
C -2.525 2.802 -1.198
C -1.639 1.788 -2.124
C -2.398 0.371 -2.297
C -1.326 -0.827 -2.170
C -1.833 -2.108 -1.341
N -0.633 -3.035 -1.215
C 0.603 -2.939 -1.969
N 1.597 -3.949 -1.693
C 0.941 -4.770 -0.670
C -0.481 -4.204 -0.309
C -1.535 -4.750 0.768
O -0.942 -5.461 1.882
C 0.097 -4.696 2.504
C 1.538 -5.433 2.656
O 0.005 -3.509 2.904
H -4.686 7.224 4.149
H -3.124 7.603 3.145
H -4.263 8.989 3.812
H -3.361 7.059 0.827
H -4.198 5.907 2.034
H -6.443 6.153 0.448
H -5.282 6.972 -0.786
H -5.507 4.183 -0.882
H -4.329 4.278 0.551
H -2.536 5.497 -0.695
H -3.710 6.116 -2.007
H -2.449 4.136 -3.030
H -4.210 3.491 -2.592
H -3.264 2.259 -0.513
H -1.764 3.394 -0.549
H -0.608 1.725 -1.628
H -1.461 2.220 -3.187
H -3.334 0.254 -1.641
H -2.783 0.350 -3.394
H -0.401 -0.418 -1.597
H -1.007 -1.109 -3.250
H -2.738 -2.648 -1.826
H -2.166 -1.776 -0.279
H 0.941 -2.186 -2.755
H 2.543 -4.113 -2.067
H 1.476 -5.678 -0.237
H -2.279 -5.482 0.260
H -2.196 -3.870 1.141
H 1.651 -5.949 3.684
H 1.707 -6.219 1.818
H 2.382 -4.653 2.499
C 4.639 -4.015 0.147
O 5.094 -5.350 0.350
C 6.381 -5.554 -0.001
O 7.131 -4.724 -0.452
O 6.678 -6.841 0.240
C 8.020 -7.204 -0.087
H 3.595 -3.966 0.461
H 5.215 -3.314 0.754
H 4.694 -3.746 -0.912
H 8.731 -6.630 0.511
H 8.209 -7.062 -1.154
H 8.147 -8.262 0.148
C 3.804 3.592 0.356
O 3.541 2.205 0.148
C 2.474 1.739 0.819
O 1.758 2.381 1.549
O 2.342 0.428 0.535
C 1.240 -0.202 1.185
H 4.683 3.857 -0.233
H 2.963 4.200 0.013
H 4.020 3.790 1.408
H 0.296 0.255 0.875
H 1.354 -0.155 2.270
H 1.230 -1.252 0.884
```

Values from the calculation:
- Gap between HOMO and LUMO: 7.4 eV
- Net charge: +1
- E_HOMO: -10.99 eV

Results of the Mulliken charge analysis, in e, for atoms 1 through 4: atom 1 (C): -0.592, atom 2 (O): -0.376, atom 3 (C): -0.359, atom 4 (C): -0.586


(7)
DFT (the ωB97M-V functional and the def2-TZVPD basis) results for a 3-piece molecular cluster, C3H12NO2 overall.

```
18
Properties=species:S:1:pos:R:3
C 0.787 -1.814 -1.792
C 0.762 -0.650 -0.849
C 1.611 0.389 -0.766
N -0.286 -0.767 0.264
H 1.529 -1.637 -2.575
H -0.154 -2.017 -2.329
H 1.075 -2.705 -1.218
H 1.319 1.353 -0.381
H 2.660 0.190 -0.948
H -1.095 -0.325 -0.190
H -0.386 -1.762 0.436
H -0.024 -0.110 0.997
H -0.628 3.205 1.492
H 0.705 2.792 0.941
O -0.190 2.483 1.013
H -2.796 -0.208 2.250
H -2.288 1.148 2.114
O -2.601 0.434 1.541
```

Values from the calculation:
- Gap between HOMO and LUMO: 10.4 eV
- Net charge: +1
- E_HOMO: -13.93 eV

Results of the Mulliken charge analysis, in e, for atoms 1 through 4: atom 1 (C): -1.319, atom 2 (C): 0.513, atom 3 (C): -0.695, atom 4 (N): -0.227


Number 1: largest force on an atom 0.9 eV/A, DFT total energy -10251.025 eV. Number 2: largest force on an atom 4.2 eV/A, DFT total energy -13842.009 eV. Number 3: largest force on an atom 4.8 eV/A, DFT total energy -13944.160 eV. Number 4: largest force on an atom 7.8 eV/A, DFT total energy -105999.540 eV. Number 5: largest force on an atom 0.2 eV/A, DFT total energy -8294.545 eV. Number 6: largest force on an atom 7.5 eV/A, DFT total energy -45942.975 eV. Number 7: largest force on an atom 3.9 eV/A, DFT total energy -8882.824 eV.